# 1
Formula: C18H28BLiN6S3Sb
Source: OMol25
Level of theory: ωB97M-V/def2-TZVPD

The calculation puts the HOMO energy (spin up / spin down) at -0.0319 / -0.0485 Eh. The spin multiplicity is 2. The energy is -67992.12659 eV. As for the expectation value of S²: 0.764. The gap between HOMO and LUMO (spin up / spin down) comes out at 5.291 / 5.737 eV. Its total charge is -2.

Each line ends with the Löwdin charge.
Positions of all 58 atoms, in Å:
H 1.0567 4.2829 1.3276  0.11
H -2.9277 -1.5274 1.0843  -0.06
N 1.8337 -0.4633 -0.2414  0.10
C 2.7132 -1.8414 -2.1789  -0.37
Li -0.3665 -0.5189 -0.1942  0.42
N -0.3793 -0.2698 2.0441  0.09
H -0.3454 4.9559 -1.0145  0.07
B 1.5127 1.4278 1.5000  -0.56
H -0.5781 3.8073 -3.7606  0.08
S -2.5150 -1.4640 -1.3163  -0.33
H 3.1671 -0.4187 -3.7894  0.08
H 1.6710 0.8578 4.3089  0.10
C 1.2434 -2.1478 -2.4018  -0.13
N 2.3705 0.4916 0.6261  -0.03
Sb -2.0514 -3.8228 -1.1704  0.06
C 2.8369 -0.8692 -1.0104  -0.26
C -3.0768 2.4008 -1.6700  -0.07
H -1.3523 -2.8649 2.2964  0.02
H 2.2998 2.0576 2.2099  0.11
C -0.6536 2.7900 -1.0880  -0.28
N 0.6791 2.2806 0.5796  -0.02
H 3.2818 -2.7701 -1.8648  0.15
H -2.2120 3.3376 -4.0704  0.05
C -1.5585 3.6294 -3.2928  -0.08
H -2.8821 -3.4356 4.2334  0.07
C 3.6845 0.5981 0.4310  -0.12
C -1.6234 2.5144 -2.2196  -0.34
H -3.1796 1.5590 -0.9746  0.05
H 0.6366 -1.2177 -2.5555  0.08
H -3.4346 3.3039 -1.1518  0.07
C -2.1388 -2.6313 4.3368  -0.10
N -0.1357 1.7580 -0.4178  0.10
H 0.9971 -2.8468 -3.2093  0.05
H -3.7366 2.2405 -2.5330  0.07
H 4.3044 1.3081 0.9755  0.11
H 3.3054 -2.0919 -4.2088  0.07
H -1.3309 1.5238 -2.5994  0.13
C 0.5745 3.6410 0.5689  -0.09
C -0.7595 -1.0081 3.0984  -0.26
C 3.4374 -1.3907 -3.4145  -0.09
C 4.0693 -0.2717 -0.5665  -0.03
C -0.0069 -0.6108 4.2375  -0.05
H -0.0832 -1.0371 5.2434  0.08
H -2.5329 -1.8531 5.0044  0.07
H 5.0346 -0.4404 -0.9418  0.06
S -1.6379 -4.5978 -3.3913  -0.46
H 4.4815 -1.3270 -3.2220  0.05
C -1.8354 -2.0795 2.9474  -0.39
H -3.5087 -0.7075 2.4988  0.07
S -0.2756 -3.9832 0.3692  -0.26
C -0.1816 4.0276 -0.5263  -0.03
H -1.9454 4.5423 -2.8951  0.06
C 0.8662 0.3606 3.7984  -0.11
H -1.2473 -3.0384 4.7959  0.06
C -3.0915 -1.6688 2.1691  -0.11
H 0.7842 -2.6486 -1.5436  -0.05
H -3.9060 -2.3889 2.2806  0.07
N 0.6484 0.5567 2.4692  -0.04

Forces on atoms 1 to 3 (eV/Å):
H -0.1 -0.7 -0.6
H 0.2 -0.3 0.6
N 0.5 1.2 0.1

---

# 2
Formula: C18H28BN10SSe2Te2W
Source: OMol25
Level of theory: ωB97M-V/def2-TZVPD

The calculation puts the HOMO energy (spin up / spin down) at -0.3403 / -0.3782 Eh. The spin multiplicity is 3. The energy is -192635.95038 eV. As for the expectation value of S²: 2.412. The gap between HOMO and LUMO (spin up / spin down) comes out at 4.184 / 5.664 eV. Its total charge is +1.

Each line ends with the Löwdin charge.
Positions of all 63 atoms, in Å:
C -1.5213 1.2108 -2.9577  0.03
W 0.2003 0.6457 1.2061  0.74
C 2.3332 -1.8994 0.5289  -0.35
H -4.3153 -1.9542 2.6810  0.12
C 2.2731 -3.1311 -0.1102  0.03
H -3.3543 -0.3499 4.3734  0.09
H -1.6204 -0.5822 4.5031  0.04
H 0.1560 -4.0448 -2.4409  0.08
C 1.0050 -3.2241 -0.6577  -0.25
H 4.4001 -1.8641 0.9668  0.09
C -1.7470 -1.2381 -3.7429  0.00
N 2.0984 2.8815 -0.1622  -0.12
Se 0.9649 -0.3178 3.4139  0.27
H 3.6204 -0.2819 1.1398  0.02
N -1.1003 -0.3777 -1.4905  0.04
N 3.5517 1.8813 -1.4380  0.14
S 2.1558 1.3291 2.6394  -0.01
H -3.3066 -3.9562 -0.2363  0.09
N -1.9207 -1.5370 0.5418  0.04
H 1.1887 -5.1337 -1.5184  0.09
H 2.7263 0.0292 -1.2281  0.15
N 2.6382 1.0037 -0.9740  0.04
Se -1.0231 2.4479 2.0159  0.11
N 1.1527 -1.2570 0.3716  -0.06
H -1.5574 -2.5701 -1.4032  0.11
N 1.4153 3.8296 0.5863  0.04
H -1.9601 -0.8032 -4.7126  0.09
C -1.4716 -0.1578 -2.7668  -0.25
H 1.1910 4.6532 0.0311  0.11
N -0.9124 0.8138 -0.8396  -0.02
Te 0.3210 3.4412 3.9022  0.29
H -0.8887 3.4615 -0.4228  -0.02
H -0.4923 3.7544 -2.1347  0.09
H 3.3716 -1.5380 2.3545  0.05
H -4.1251 -2.5566 -0.9402  0.09
H 4.9058 4.1246 -1.5969  0.09
C 3.2311 3.0300 -0.9388  -0.32
H -4.7771 -3.3257 0.5146  0.09
C 1.7142 1.5602 -0.1602  -0.29
H -0.4450 -4.7603 -0.9518  0.09
C 3.9523 4.3051 -1.1079  0.01
N -1.5110 -0.7126 1.5621  -0.09
C -3.4419 -1.6862 2.1276  0.03
H 4.1298 4.7579 -0.1328  0.09
C -1.1836 1.7865 -1.7348  -0.32
H -2.1701 3.6483 -1.6156  0.10
H -2.6031 -1.8348 -3.4388  0.09
H 3.3780 5.0038 -1.7188  0.09
B -1.0945 -1.7213 -0.7385  -0.51
C -3.0890 -2.1273 0.8656  -0.25
H -1.7768 1.7354 -3.8547  0.12
H 3.0530 -3.8597 -0.1633  0.12
C -2.4421 -0.8155 2.5443  -0.32
C 0.4398 -4.3518 -1.4361  -0.01
Te -0.8990 2.9029 6.1533  0.27
C -2.4087 -0.1624 3.8749  -0.10
H -0.8912 -1.9012 -3.8358  0.09
N 0.3480 -2.0901 -0.3570  0.04
H 1.9518 4.1286 1.4067  0.07
C -3.8623 -3.0481 -0.0042  -0.01
H -2.2742 0.9194 3.8277  -0.02
C -1.1715 3.2446 -1.4498  -0.05
C 3.4915 -1.3559 1.2823  -0.08

Forces on atoms 1 to 3 (eV/Å):
C 0.1 -0.1 0.3
W 2.5 -2.5 -2.3
C -0.5 0.3 -0.1

---

# 3
Formula: C18H28BrFeN7O7S
Source: OMol25
Level of theory: ωB97M-V/def2-TZVPD

The calculation puts the HOMO energy (spin up / spin down) at -0.2178 / -0.2177 Eh. The spin multiplicity is 6. The energy is -159154.00596 eV. As for the expectation value of S²: 8.763. The gap between HOMO and LUMO (spin up / spin down) comes out at 8.156 / 7.714 eV. Its total charge is -1.

Each line ends with the Löwdin charge.
Positions of all 63 atoms, in Å:
O 0.0246 -0.6894 3.1015  -0.17
H 3.6143 0.4553 2.4854  0.08
C 3.8829 -0.4386 1.9188  -0.05
C 0.1531 1.9673 -2.6604  -0.04
O -4.4346 3.0196 -2.4793  -0.36
O 1.2596 -2.9963 1.9787  -0.13
H 1.4935 -0.1561 -1.9078  0.03
O 1.9743 -5.0928 1.5916  0.04
H -4.6695 1.7399 -1.6030  0.06
C 1.3982 -4.0708 1.2747  -0.73
C -1.4090 0.7014 0.0826  -0.10
O -4.8214 0.8868 -1.0808  0.09
H 1.0848 -2.3656 -1.1034  0.06
H -1.5463 0.1327 6.3652  0.07
N -0.7443 0.8158 4.5813  -0.01
H -4.5478 -1.4438 0.0293  0.11
H -3.1885 0.8264 -4.2019  0.12
H 1.6294 0.7231 0.9891  0.02
H 3.2523 -1.5974 -1.2819  0.07
N 1.8443 -0.1950 0.5857  -0.05
H -0.4911 1.2663 0.1390  0.09
C -2.4759 -1.2559 0.5481  -0.72
H 4.9822 0.7601 -0.2921  0.08
H -0.5116 -2.7813 -0.8934  0.07
C -3.7087 0.4731 -0.5156  -0.31
O -3.9726 3.5146 -4.8108  -0.34
C -0.9449 -0.2510 5.5414  -0.10
H -1.3556 -0.8053 -3.8741  0.10
N -1.3429 -0.5606 0.5554  -0.05
C 3.2954 -0.3577 0.5035  -0.70
C -0.8812 2.8733 -2.8376  -0.07
S -3.4768 3.5894 -3.4537  0.45
H 3.2158 -2.5118 0.2531  0.07
C -3.6684 -0.8184 0.0320  -0.03
Br -2.3822 -2.9822 1.3366  0.82
H 4.9727 -0.5208 1.8885  0.08
H 3.6506 1.7696 0.2924  0.08
H -1.4828 -1.0717 5.0728  0.08
H -2.5547 2.2741 -0.7899  0.12
H 1.0996 2.2903 -2.2410  0.11
C -2.5528 1.2580 -0.4261  0.03
N 1.0524 -0.2689 -2.8149  0.10
N 0.7666 -4.0241 0.0114  -0.01
C -0.0993 0.5770 3.3795  -0.65
O -2.9554 4.8726 -3.0319  -0.34
H -0.7712 3.9105 -2.5480  0.11
C -2.0917 2.4661 -3.3755  -0.29
H -0.6171 1.7394 4.9557  0.11
H 0.1148 2.4303 2.9627  0.04
H 3.5026 0.9137 -1.2499  0.07
N 0.4037 -2.7547 -0.4593  -0.02
C -1.2197 0.2324 -3.5843  -0.04
H -0.0075 -0.6502 5.9408  0.08
Fe 0.5204 -1.3176 1.3445  0.93
C 3.6308 -1.6399 -0.2557  -0.05
H 3.4793 -1.3078 2.4412  0.08
C -0.0109 0.6298 -3.0119  -0.34
C -2.2472 1.1423 -3.7688  -0.06
C 3.8946 0.8436 -0.2329  -0.05
H 1.1455 -4.6759 -0.6584  0.13
N 0.3284 1.5106 2.5895  0.09
H 0.8050 -1.2261 -3.0135  0.06
H 4.7122 -1.7776 -0.3143  0.09

Forces on atoms 1 to 3 (eV/Å):
O 0.0 0.0 0.0
H 0.0 0.0 0.0
C 0.0 0.0 0.0

---

# 4
Formula: C18H28Cl10NO3
Source: OMol25
Level of theory: ωB97M-V/def2-TZVPD

The calculation puts the HOMO energy at -0.4676 Eh. The energy is -151962.24290 eV. The gap between HOMO and LUMO comes out at 8.443 eV. Its total charge is +1.

Each line ends with the Löwdin charge.
Positions of all 60 atoms, in Å:
H 0.3061 0.9412 3.5476  0.13
H -1.2886 4.3315 4.2635  0.17
C -0.1009 -2.5248 -3.3717  -1.01
Cl -3.5260 -3.5347 -2.9873  0.50
H -2.2908 -0.2240 1.5430  0.11
H -2.0838 -2.8629 1.9866  0.02
H 1.7922 0.0392 2.8139  0.14
C -0.1573 -0.8079 2.1031  -0.19
H 2.9275 1.5351 -1.5788  0.03
H 5.8648 -1.6999 -1.8359  0.04
Cl -3.6390 -4.7371 -0.3316  0.50
H 1.2283 4.7454 1.9010  0.09
Cl -0.3231 -3.0526 -1.7005  0.47
C -0.8226 4.2125 3.1642  -0.14
H 0.4067 -3.3118 -3.9278  0.04
C -2.3377 -2.1055 2.7972  -0.13
C 1.1556 3.0661 -1.1276  -0.02
Cl 4.7536 -1.0509 0.1406  0.54
H 2.1536 -4.2311 2.5654  0.03
C 0.7359 0.4631 2.6082  -0.11
C 1.8671 1.0718 0.4617  0.04
C -1.2605 2.8137 2.2567  -0.05
Cl 0.2757 -3.8233 1.1961  0.54
H -1.0768 -2.3310 -3.8147  -0.04
H -1.8956 -2.3866 3.8271  0.08
O -0.5238 5.4457 2.3477  -0.22
H -3.4729 -1.9460 2.9370  0.09
C -1.7337 -0.6289 2.4660  -0.24
Cl 4.6331 0.1995 -2.4971  0.56
C 0.0564 3.3802 -0.0866  0.09
C 2.0964 1.8656 -0.8478  0.06
H -2.4748 1.7210 -5.7588  0.04
H -0.1067 -0.8037 0.9454  0.11
H -0.6998 4.2440 -0.1899  0.15
C 0.7787 4.6973 2.9460  0.00
C -3.9864 -4.9617 -2.0504  -1.01
Cl -2.8321 -0.5848 -5.4197  0.54
H 2.5635 0.1683 0.6284  0.07
H -0.9463 0.8202 -5.5873  0.03
H -1.9131 -0.0045 3.4071  0.10
C 5.6176 -0.7459 -1.3724  -0.96
O 1.7539 5.0921 -2.4324  0.12
Cl 0.3509 -5.0704 3.8326  0.53
H 1.0847 5.7175 3.3991  0.12
C 1.2590 3.9520 -2.4612  -0.37
O 0.7016 3.3422 -3.6406  0.03
H -2.2466 3.0747 1.7416  0.14
C 1.2392 -4.7757 2.3337  -0.97
H -5.0537 -5.1377 -2.1759  0.03
H -1.4104 2.0271 3.0654  0.08
C -0.1028 2.5127 1.2182  -0.08
H -3.4253 -5.8207 -2.4155  0.03
Cl -1.8827 1.3928 -3.4981  0.55
H 1.4858 -5.7317 1.8742  0.03
H 6.5308 -0.1949 -1.1526  0.04
C -1.9600 0.9365 -5.2061  -0.98
Cl 0.8727 -1.0480 -3.4488  0.49
H -0.0113 2.7546 -3.2604  0.01
N 0.8166 1.3948 1.4264  -0.04
H 0.2774 -1.8197 2.4328  0.04

Forces on atoms 1 to 3 (eV/Å):
H 0.7 -0.4 -1.5
H 1.1 -0.2 -2.8
C -0.2 -0.2 -0.1